119
Properties=species:S:1:pos:R:3:forces:R:3:lowdin_charge:R:1 method="wB97M-V/def2-TZVPD" total_charge=-1 homo_ev=-4.60 energy_ha=-4070.8085 de_lowest_ev=0.000
H -4.4372 -2.3264 1.5111 0.0 0.0 0.0 0.036
C 2.8038 -1.2830 -0.9583 -0.4 -0.1 0.0 -0.408
O -9.4720 0.8024 -0.5344 0.0 0.0 -0.1 0.088
H -7.3979 -0.1864 -1.8037 0.0 0.0 0.0 0.100
C -6.7254 0.0008 -0.9701 0.1 -0.1 -0.1 -0.050
H -2.3286 -1.6154 -2.5830 0.0 0.0 0.0 0.008
H -1.0262 2.8563 4.2968 -0.1 0.1 0.1 0.126
H -2.0040 1.3688 -1.5345 0.0 0.0 0.0 0.031
C -3.0027 -2.5611 3.1302 0.0 0.1 0.1 -0.364
C -0.8616 2.1187 3.5094 0.0 -0.2 -0.2 -0.280
C 6.4613 2.0788 -1.6713 -0.1 -0.1 0.1 -0.082
H 4.7565 -0.6107 2.9689 0.0 0.0 0.0 0.079
H 3.7572 0.4350 1.9452 0.0 0.0 0.0 0.075
H 5.2308 3.0955 -3.0959 0.0 0.0 0.0 0.105
H 1.8465 3.1234 -1.2968 0.1 0.0 -0.1 0.054
O -0.2583 -0.6449 -1.5239 -0.2 -0.5 -0.3 -0.652
N 1.7573 0.7730 -0.4915 0.2 0.3 0.4 -0.177
H -3.4346 3.8466 0.8861 0.0 0.0 0.0 0.086
S -0.0219 -1.5080 -2.7396 0.1 0.2 0.5 1.007
H -9.0671 0.2006 -1.1702 0.0 0.0 0.0 0.073
C -4.9066 0.4769 1.0463 0.0 0.0 0.0 -0.121
C 5.3272 0.4583 -0.2582 0.2 0.1 0.2 -0.111
C 6.4804 1.1321 -0.6620 0.0 0.1 0.0 -0.049
H 0.1909 4.0881 -0.1849 -0.1 0.0 0.0 0.078
C -3.1468 1.5745 4.3201 0.0 0.0 0.0 -0.050
C -1.7097 3.0392 -0.1698 0.3 0.0 0.1 -0.576
C -3.1931 3.3652 -0.0657 -0.1 0.1 0.0 -0.020
C 1.9083 -2.1572 -0.0869 0.4 0.5 0.0 -0.194
H -3.1879 2.6110 4.6420 0.0 0.0 0.0 0.109
H 0.8404 0.4831 -3.6323 -0.1 -0.1 -0.1 0.061
H 2.5814 -3.9177 -1.0448 0.0 0.0 0.0 0.120
H -4.9308 -1.2746 4.4150 0.0 0.0 0.0 0.109
H -5.1147 -0.9661 -1.9966 0.0 0.0 0.0 0.089
C -1.6608 -1.9725 -3.3758 0.0 0.0 -0.1 -0.312
C 2.8380 1.9297 -2.7913 0.1 0.0 0.0 -0.375
C -2.9971 -1.0903 3.5271 0.0 -0.1 0.0 -0.125
H -1.7134 -3.0597 -3.4296 0.0 0.0 0.0 0.088
H 1.5383 -5.4121 0.7001 0.0 0.0 0.0 0.109
C -5.4218 -0.4431 -1.0989 -0.1 0.0 0.0 -0.115
H -2.1731 -2.7312 2.4469 0.0 0.0 0.0 0.109
H -5.0912 1.0917 5.0943 0.0 0.0 0.0 0.099
H -3.4845 4.0465 -0.8698 0.0 0.0 0.0 0.091
C 4.3452 -0.4839 1.9637 0.0 0.1 0.0 -0.048
C 4.1415 0.7168 -0.9518 -0.1 0.0 -0.1 -0.080
H -1.0607 0.6002 -5.5416 0.0 0.0 0.0 0.114
H 7.3661 2.6079 -1.9454 0.0 0.0 0.0 0.096
C -1.8750 -1.2558 -4.7091 0.0 0.1 0.1 -0.226
C -7.1493 0.6874 0.1689 -0.2 0.1 0.0 -0.163
C -1.9237 -0.2111 3.2460 0.0 -0.1 -0.2 -0.169
C 2.0213 -3.5223 -0.2095 0.0 -0.4 0.0 0.004
C 5.8897 -1.8852 0.5202 0.0 0.0 -0.1 -0.055
H 6.3555 -0.0485 1.4710 0.1 0.0 0.1 0.116
O -0.0477 -2.1356 4.0657 -0.2 0.0 0.0 0.040
H 1.3253 3.4833 -2.9586 0.0 0.0 0.0 0.079
H 6.8632 -1.8854 0.0231 0.0 0.0 0.0 0.076
C 0.7929 -3.7575 1.8354 0.1 -0.1 0.0 0.019
C -4.2752 -2.9609 2.3807 -0.1 0.0 0.0 -0.070
O -8.8803 1.8886 1.2904 0.0 0.1 0.1 0.094
H -2.9375 -1.1104 -4.9094 0.0 0.0 0.0 0.112
C 4.1015 1.6556 -1.9871 0.0 0.1 -0.3 -0.108
H -4.2038 0.6593 1.8498 0.0 0.0 0.0 0.076
N -0.8371 -0.6546 2.4485 0.3 0.0 0.2 0.024
H 3.6622 -1.3161 1.7968 0.0 0.0 -0.1 0.062
C 3.0873 1.9287 -4.3028 0.1 0.0 0.0 -0.071
C -2.8232 -3.4544 4.3645 0.0 0.0 0.0 -0.063
H 7.4072 0.9305 -0.1343 0.0 0.0 0.0 0.108
H 0.5203 0.7850 4.5283 0.0 0.0 0.0 0.089
H -3.6473 -3.2942 5.0669 0.0 0.0 0.0 0.074
C -1.9964 1.1202 3.6736 0.0 0.1 0.1 -0.144
C 0.6656 -2.3758 1.8421 0.1 0.1 0.1 -0.154
C 2.1853 3.2319 -2.3286 0.0 0.1 0.0 -0.055
H -4.1865 -3.9951 2.0353 0.0 0.0 0.0 0.078
H -1.8061 3.6631 2.3680 0.0 0.1 0.0 0.115
H 1.1850 2.3812 4.1331 0.0 0.0 0.0 0.083
H 0.3718 -4.3284 2.6509 0.0 0.0 0.0 0.123
C -4.4629 -0.2338 -0.0867 0.0 0.0 0.1 -0.685
H -5.1586 -2.9040 3.0237 0.0 0.0 0.0 0.072
N -1.2880 2.1613 0.9916 -0.2 -0.1 0.0 -0.032
H 3.6551 2.7999 -4.6378 0.0 0.0 0.0 0.068
O 1.5921 1.3715 0.8013 0.7 0.4 0.3 -0.318
H -1.8839 -3.2354 4.8708 0.0 0.0 0.0 0.062
S -2.8326 -0.8308 -0.2471 -0.5 0.2 -0.1 0.671
H -1.6955 2.9356 -2.3193 0.0 0.0 0.0 0.094
H -1.0964 4.9859 0.6432 0.0 0.0 0.0 0.079
C -4.1079 -0.6012 4.2029 0.0 0.0 0.0 -0.052
H 5.1620 -2.3074 -0.1788 0.0 0.0 0.1 0.065
C -8.5356 1.1854 0.3792 0.2 -0.1 -0.1 -0.489
H -6.5257 1.4576 2.0553 0.0 0.0 0.0 0.119
C 5.2634 2.3473 -2.3122 0.0 0.0 0.0 -0.045
C -1.4291 2.2961 -1.4732 0.0 -0.1 0.0 -0.071
N 2.9485 0.0235 -0.5869 -0.2 -0.3 0.2 -0.030
H 2.1338 1.1343 -2.5607 0.2 0.1 0.0 0.079
C 0.5506 1.5682 3.7675 0.0 0.0 0.1 -0.046
C -6.2089 0.9222 1.1684 0.2 0.0 0.1 -0.011
H -0.0722 3.4906 2.0601 0.0 0.0 0.0 0.120
H 0.8577 -0.8342 -4.8292 0.0 0.0 0.0 0.105
C -0.8762 4.3214 -0.1930 0.0 0.0 0.0 -0.044
H -3.7928 2.4586 -0.1540 0.0 0.0 0.0 0.068
C -1.1208 0.0675 -4.5917 0.0 -0.1 0.0 -0.218
C -0.9994 2.9393 2.2135 0.1 -0.1 0.0 -0.163
C -4.2058 0.7272 4.5878 0.1 0.0 0.0 -0.091
H -1.4576 -1.8418 -5.5332 0.0 0.0 0.0 0.108
C 5.4958 -0.4668 0.9459 -0.2 0.0 -0.1 -0.351
O 3.4151 -1.8124 -1.8767 0.3 -0.1 0.0 0.054
H 2.1287 1.9464 -4.8306 0.0 0.0 0.0 0.065
H -1.6131 0.7163 -3.8629 0.0 0.0 0.0 0.105
H 3.6323 1.0331 -4.6113 0.0 0.0 0.0 0.087
H 5.9511 -2.5367 1.3966 0.0 0.0 0.0 0.078
Sc 0.0676 0.2572 0.5530 -1.0 0.1 -0.8 0.836
N 1.1945 -1.6044 0.8981 -0.1 -0.6 0.2 0.097
H -2.8289 -4.5099 4.0735 0.0 0.0 0.0 0.074
C 1.4459 -4.3347 0.7674 0.1 0.0 -0.2 -0.025
H -1.1028 4.8614 -1.1144 0.0 0.0 0.0 0.088
C 0.2560 -0.3232 -4.0721 0.0 0.0 -0.1 -0.297
H -0.3637 2.0535 -1.5552 0.0 0.0 0.0 0.060
H -2.0896 1.5607 1.2076 -0.1 0.1 -0.1 0.071
H 1.0485 1.1649 2.8905 0.0 0.0 0.0 0.033
C -0.1237 -1.6801 2.9242 0.0 0.0 0.0 -0.513
H 2.8970 4.0620 -2.3754 0.0 0.0 -0.1 0.082